(1)
17
Properties=species:S:1:pos:R:3:forces:R:3 method="wB97M-V/def2-TZVPD" largest_force_ev_per_a=0.60 lumo_energy_ev=1.11 charge=0 relative_energy_kcal_mol=20.4 total_energy_ev=-10120.54420 e_homo_ev=-9.047
H -0.13833 0.26883 -2.05523 -0.0433 -0.0038 0.1165
H -2.24234 -1.28527 -1.37656 0.0144 0.0116 0.0689
C -0.39184 0.07259 1.02655 -0.0389 -0.0871 0.2425
H 2.59496 -0.24394 -0.87772 -0.0201 -0.0718 0.0159
C 0.65890 -0.46720 0.00309 -0.1838 0.2517 -0.0240
C -0.60378 1.23543 0.01269 -0.0322 0.3872 0.0408
H 0.16861 2.00377 0.02060 0.0368 -0.0774 -0.0042
C 2.05223 0.11677 -0.00367 0.0526 0.3763 0.0784
F 0.83357 -1.84204 -0.00179 -0.0361 -0.0735 -0.0076
C -0.39243 0.09117 -1.00904 0.1998 -0.1746 -0.5436
H -1.58972 1.70566 -0.00481 0.1110 -0.1868 0.0907
H -2.25687 -1.30876 1.33955 0.0083 -0.0252 0.0453
C -1.59683 -0.78390 -0.67100 0.0447 -0.0053 -0.0079
H 2.58169 -0.21015 0.89392 0.0011 -0.0045 -0.0712
C -1.59746 -0.79637 0.65873 -0.0153 -0.0116 -0.0092
H 2.06956 1.21292 -0.03196 -0.0866 -0.3176 0.0400
H -0.14991 0.23048 2.07665 -0.0126 0.0123 -0.0713


(2)
20
Properties=species:S:1:pos:R:3:forces:R:3 method="wB97M-V/def2-TZVPD" largest_force_ev_per_a=5.68 lumo_energy_ev="-0.48 / -0.48" charge=0 total_energy_ev=-48005.88807 e_homo_ev="-7.748 / -7.748"
H 0.68950 -3.39486 -0.76131 -2.2548 0.7390 1.7217
H -0.28267 3.37845 -1.20758 -0.4214 0.2296 -1.2049
C -0.26425 -2.95151 -0.18365 0.9889 1.0027 -5.5050
S 0.73564 -0.61783 -1.27661 0.4477 -0.2329 -0.0532
C -1.42548 -0.89237 0.47802 -0.3498 -0.1943 1.6125
H 0.06108 3.54815 1.03762 -0.2561 -1.7597 0.0090
I 3.82297 -0.29377 0.03034 -0.5297 0.1886 -0.0645
H -0.55759 -3.40060 0.67315 -0.5629 -1.9879 2.6224
H 0.72372 -1.18772 0.76375 -0.6673 -0.8209 1.2444
S -1.44763 1.15385 -1.24167 0.6623 2.4711 0.6074
H -2.09070 -1.34231 1.24735 0.9624 -0.4130 -0.4085
C -0.65976 2.54566 -0.66987 -0.4207 -2.3446 0.5398
H 1.95432 1.28848 -1.01131 0.8753 2.9235 -2.6947
H -0.99085 2.07434 1.29297 -2.0255 -0.9434 1.9371
C -0.09995 -1.47296 0.10780 1.3045 0.0388 -0.9026
S 1.25797 1.27010 1.19668 -0.5096 0.5084 -0.1799
C 1.85319 0.54188 -0.35985 -1.2906 -2.6831 2.2589
H -1.18074 -2.99387 -0.92410 1.8009 -0.3011 1.2342
C -1.85285 0.25818 0.07662 -0.8581 1.5921 -1.4196
C -0.24592 2.48871 0.73166 3.1045 1.9871 -1.3547


(3)
17
Properties=species:S:1:pos:R:3:forces:R:3 method="wB97M-V/def2-TZVPD" largest_force_ev_per_a=6.10 lumo_energy_ev=0.31 charge=0 relative_energy_kcal_mol=167.4 total_energy_ev=-8887.89748 e_homo_ev=-8.537
H 2.01682 -0.66471 -1.20024 -2.0407 -0.8553 -1.9936
C 0.12374 0.06936 0.45620 -0.9548 0.5437 1.3687
C 0.17333 1.10112 1.49611 -2.0922 -1.3145 1.8389
H -0.79862 -1.91044 -1.95276 0.0447 -0.1454 2.7430
H -1.21818 0.21265 -2.42137 0.2798 0.2998 -3.4162
H 0.04799 1.42762 3.70985 -0.9177 -1.2272 -1.7674
H -0.53823 -1.63640 1.51152 -0.8590 0.3913 -3.6982
N -1.18642 0.18327 -1.46614 2.8936 -1.3621 5.1464
C -0.11148 0.73478 2.79482 2.1026 0.2911 -0.2466
C 0.94559 -0.57079 -1.72891 0.5663 0.5628 5.1051
H 0.60124 1.53105 -0.82167 0.7184 1.9054 -1.0735
H 0.76369 -0.31856 -2.74117 0.7177 -0.4579 -1.1779
C 0.31850 0.52978 -0.91185 -2.4396 1.0009 -1.4774
C -0.43764 -1.22834 -1.08326 -1.6811 -1.1195 -5.7568
H -0.03955 2.05554 0.98380 0.9281 0.1791 1.2184
H -0.14409 -0.40839 2.96858 0.1458 2.1525 0.1501
C -0.51669 -1.10754 0.40650 2.5880 -0.8447 3.0372


(4)
17
Properties=species:S:1:pos:R:3:forces:R:3 method="wB97M-V/def2-TZVPD" smiles=CNc1ccccc1 largest_force_ev_per_a=0.63 lumo_energy_ev=1.02 charge=0 relative_energy_kcal_mol=4.8 total_energy_ev=-8894.94977 e_homo_ev=-7.634
H 0.06906 -2.27211 -1.90371 0.0629 0.2871 0.0412
H 1.26837 -0.19559 -1.37916 -0.0274 -0.1127 0.0936
H -0.65291 -0.81471 -2.63292 -0.1319 -0.1358 -0.2045
C 1.67007 1.07543 0.28167 -0.0469 -0.2350 0.0212
C -0.83599 0.41572 1.20406 -0.1609 -0.3707 0.1314
H -1.81642 0.14395 1.58015 -0.0353 0.0474 -0.0205
C -0.38022 -0.17620 0.01872 0.3117 0.1457 0.2426
C -0.03298 1.25952 1.93839 0.0028 0.2857 0.0111
C -0.82305 -1.62641 -1.92306 0.3259 -0.5088 0.1937
H -1.61781 -2.29393 -2.23925 -0.2483 0.2364 -0.2434
H -1.98566 -1.40428 -0.16671 -0.0539 -0.0089 -0.1172
H -0.40988 1.67711 2.86164 -0.0064 -0.0201 0.0785
H 1.91944 2.22500 2.04426 -0.2877 0.1054 0.1162
N -1.14948 -1.10381 -0.62982 -0.2001 0.0612 0.1109
C 0.88924 0.18673 -0.43904 -0.0887 0.0859 -0.3889
H 2.65653 1.30006 -0.09876 0.0595 0.1486 0.0377
C 1.23171 1.60350 1.48353 0.5248 -0.0114 -0.1036


(5)
17
Properties=species:S:1:pos:R:3:forces:R:3 method="wB97M-V/def2-TZVPD" smiles="C[C@@H]1C[C@]12C=CC=N2" largest_force_ev_per_a=4.74 lumo_energy_ev=0.81 charge=0 relative_energy_kcal_mol=69.2 total_energy_ev=-8892.15437 e_homo_ev=-9.156
C -0.84074 1.07319 2.10651 -0.3780 -0.2725 0.6457
H 0.44019 -1.88779 -1.98084 0.5173 0.4495 -0.2222
H 1.16518 -1.39797 1.12300 -1.2647 0.7565 -0.1831
C 0.09616 0.44433 0.18215 -0.1306 -0.8976 0.7370
C 0.40094 -0.57209 1.19760 2.0380 -0.8223 0.5205
H 1.39612 1.84630 -0.99999 -0.5886 -0.9983 -0.2397
C -0.06172 -0.11342 2.39373 -1.3549 -2.8082 1.5141
H -0.87526 0.91864 -1.81926 0.8042 -0.2507 1.0493
C 1.12280 0.76349 -0.94080 0.6659 3.3916 1.2011
H -0.80662 -0.93695 -2.76860 -1.7470 0.1301 -4.4058
H 1.97644 0.16822 -0.93185 1.2025 -1.1723 0.0621
H -0.22902 -0.79870 3.32547 0.9642 1.6452 -1.6241
H -1.53871 1.62730 2.80552 1.0930 -0.6116 -0.9830
N -0.71800 1.35870 0.87225 -0.6452 2.8029 -1.8353
H -1.04461 -1.57720 -1.30564 -2.4177 -1.5391 1.8186
C -0.12504 0.23929 -1.34175 -1.8843 -0.7215 -0.6924
C -0.35812 -1.15533 -1.91751 3.1257 0.9184 2.6371


(6)
17
Properties=species:S:1:pos:R:3:forces:R:3 method="wB97M-V/def2-TZVPD" largest_force_ev_per_a=9.07 lumo_energy_ev=-0.97 charge=0 relative_energy_kcal_mol=230.8 total_energy_ev=-8885.14805 e_homo_ev=-6.453
N -1.59472 -1.40842 0.17190 -1.1015 -4.6792 -0.1059
C -0.76313 -0.38577 -0.23866 0.4650 4.2880 1.1800
C -1.30375 1.06726 -0.67606 0.6786 -5.4816 -3.9284
H 1.34245 -0.27753 -1.62296 -0.3947 -0.7263 -0.3384
C -0.30256 -0.23909 1.42012 0.1538 0.2504 1.8130
C -1.35535 -1.25476 1.71277 2.7620 0.9106 -5.8352
H -1.69702 1.52538 0.10436 -1.8523 2.1978 3.4701
H -2.33605 -1.25419 2.08691 -0.7406 0.8356 1.5030
C 2.92856 0.44603 -0.55465 -2.8805 -2.4338 -2.0531
H 3.72802 0.40490 -1.32413 -1.4724 -0.3814 -0.3524
H 3.39759 0.89861 0.21849 0.6526 1.1140 3.2073
H -1.49253 -2.37713 -0.36505 0.0837 2.4784 1.7256
H -1.96923 0.97681 -1.52439 -0.5277 0.1808 -0.0126
C 0.59543 -0.16625 0.28516 -5.6393 -4.3598 0.9771
C 1.59199 -0.11474 -0.59596 8.0090 3.8030 -1.9029
H -0.41079 1.46112 -1.02439 1.4872 1.5253 -0.5247
H -0.35892 0.69778 1.92654 0.3170 0.4781 1.1773